1.
ORCA calculation (wB97M-V/def2-TZVPD) on a 7-piece molecular cluster, C27H54BBr12IN3O3 overall.

Last column: Mulliken charge in e.
Atoms and positions in Å:
C -4.31 -0.63 -2.49  -0.540
C -3.37 0.24 -1.48  0.134
O -3.71 -0.19 -0.12  -0.474
B -2.64 0.10 0.82  0.431
O -1.36 -0.55 0.53  -0.252
C -2.85 1.10 2.12  -0.834
N -3.15 2.52 1.72  0.165
C -1.95 3.37 1.44  0.087
O -1.38 3.16 0.10  -0.139
C -2.03 4.15 -0.71  0.510
N -2.85 4.77 -1.37  -0.463
C -0.80 3.31 2.57  -1.394
I 0.83 4.60 1.84  0.208
C -0.32 1.75 2.76  0.844
C 0.88 1.61 3.81  -1.095
C 1.81 0.31 3.63  -0.581
C 2.20 -0.04 2.11  -0.064
C 3.69 -0.62 1.91  -0.373
C 4.56 0.43 1.00  -0.242
N 5.24 -0.24 -0.17  -0.487
C -1.68 0.96 3.22  0.115
C -1.41 -0.55 3.70  -0.288
C -2.74 -1.35 4.16  -1.199
H -3.62 -1.21 -3.22  -0.069
H -4.89 -1.43 -1.89  0.106
H -4.99 0.08 -3.09  0.310
H -3.53 1.38 -1.64  0.039
H -2.29 0.02 -1.80  0.185
H -1.45 -1.48 0.85  0.239
H -3.81 0.70 2.63  0.181
H -3.63 2.96 2.55  0.570
H -3.83 2.58 0.93  0.536
H -2.32 4.47 1.43  -0.106
H -1.21 3.63 3.60  0.377
H -0.09 1.38 1.70  0.214
H 1.58 2.52 3.88  0.394
H 0.39 1.52 4.86  0.202
H 2.80 0.43 4.22  0.579
H 1.30 -0.63 4.08  0.106
H 1.96 0.84 1.40  0.120
H 1.47 -0.89 1.78  -0.092
H 3.67 -1.67 1.40  0.196
H 4.14 -0.78 2.95  0.388
H 5.31 0.92 1.72  0.183
H 3.91 1.26 0.56  0.135
H 5.00 -1.25 -0.22  0.057
H 4.85 0.21 -1.02  0.236
H -2.04 1.53 4.17  0.419
H -0.76 -1.16 2.96  0.011
H -0.75 -0.48 4.65  0.427
H -3.03 -2.08 3.32  0.245
H -2.54 -1.96 5.12  0.373
H -3.58 -0.62 4.41  0.267
Br 5.09 -3.90 -0.85  -0.100
C 6.97 -4.38 -0.93  -0.426
C 7.84 -3.15 -1.08  -0.615
Br 7.79 -2.47 -2.91  -0.121
H 7.09 -5.09 -1.75  0.196
H 7.18 -4.88 0.02  0.369
H 8.89 -3.39 -0.90  0.372
H 7.54 -2.33 -0.43  0.364
Br -4.22 -3.25 -0.75  -0.061
C -5.11 -4.99 -0.77  -0.619
C -5.45 -5.41 -2.17  -0.609
Br -7.01 -4.45 -2.84  -0.127
H -5.98 -4.90 -0.12  0.389
H -4.39 -5.68 -0.32  0.337
H -5.73 -6.46 -2.20  0.368
H -4.64 -5.24 -2.89  0.342
Br -5.18 -1.41 -6.64  -0.124
C -3.42 -1.59 -7.45  -0.576
C -2.51 -2.45 -6.61  -0.558
Br -1.85 -1.48 -5.06  -0.118
H -3.03 -0.58 -7.60  0.369
H -3.60 -2.05 -8.43  0.340
H -1.62 -2.74 -7.17  0.334
H -3.00 -3.35 -6.24  0.347
Br 4.69 8.46 0.44  -0.132
C 4.39 7.04 -0.86  -0.583
C 4.11 5.72 -0.17  -0.286
Br 5.75 4.93 0.52  -0.116
H 5.26 7.01 -1.51  0.383
H 3.52 7.36 -1.43  0.361
H 3.72 5.00 -0.89  0.373
H 3.42 5.81 0.67  -0.036
Br -1.98 6.73 3.74  -0.101
C -2.90 7.38 2.14  -0.422
C -4.37 7.57 2.39  -0.527
Br -5.30 5.85 2.40  -0.151
H -2.68 6.67 1.34  0.104
H -2.42 8.34 1.91  0.415
H -4.83 8.14 1.59  0.365
H -4.59 8.05 3.35  0.386
Br 2.37 -7.14 -4.20  -0.137
C 3.40 -8.38 -3.10  -0.582
C 4.52 -7.67 -2.38  -0.451
Br 6.01 -7.28 -3.57  -0.133
H 3.76 -9.17 -3.77  0.381
H 2.69 -8.80 -2.40  0.345
H 4.94 -8.31 -1.60  0.361
H 4.21 -6.72 -1.93  0.213

The calculation puts the HOMO energy at -10.6 eV. Its calculated total energy is -32661.5164 hartree. As for the net charge: +1.



2.
ORCA calculation (wB97M-V/def2-TZVPD) on a 5-piece molecular cluster, C27H54BBr2FN6O5P2S overall.

Last column: Mulliken charge in e.
Atoms and positions in Å:
C 4.89 -1.41 -1.64  -1.125
B 4.01 -0.65 -0.57  1.106
O 2.74 -1.10 -0.35  -0.824
C 4.48 0.67 0.22  1.110
N 4.14 0.49 1.66  -0.402
S 4.46 -1.08 2.31  -0.133
P 6.29 1.09 -0.02  0.217
O 6.60 1.94 1.35  -0.525
Br 7.36 -0.80 0.59  -0.303
C 3.58 1.88 -0.31  -0.328
C 3.80 1.96 -1.81  -1.768
N 3.33 3.16 -2.49  -0.198
C 3.98 3.19 0.39  -1.378
O 5.12 3.74 -0.23  -0.133
O 5.62 4.71 0.70  -0.472
O 2.28 1.57 0.19  -0.040
C 1.07 1.83 -0.45  0.594
Br -0.18 1.05 0.95  -0.146
C 0.67 3.29 -0.59  -0.480
C -0.84 3.55 -0.72  -1.384
C -1.52 4.07 0.55  -0.279
F -2.27 5.21 0.28  -0.323
P 0.80 0.83 -2.05  0.770
C 0.17 1.99 -3.32  -1.321
C -0.46 -0.47 -1.80  -1.221
H 5.59 -0.76 -2.17  0.387
H 5.46 -2.18 -1.12  0.181
H 4.27 -1.87 -2.40  0.434
H 2.67 -2.00 -0.70  0.234
H 4.66 1.13 2.25  0.415
H 3.32 -1.25 2.99  0.144
H 6.68 1.35 2.10  0.317
H 4.88 1.87 -1.96  0.807
H 3.37 1.09 -2.32  0.296
H 4.02 3.52 -3.13  0.313
H 3.08 3.91 -1.86  0.245
H 3.13 3.88 0.29  0.634
H 4.12 3.06 1.46  0.308
H 6.58 4.63 0.57  0.313
H 1.04 3.88 0.25  0.451
H 1.11 3.65 -1.52  0.091
H -0.96 4.37 -1.44  0.453
H -1.38 2.70 -1.13  0.404
H -2.17 3.31 0.99  0.158
H -0.78 4.32 1.32  0.286
H -0.15 1.38 -4.17  0.475
H -0.65 2.65 -3.05  0.313
H 1.01 2.59 -3.65  0.279
H -0.10 -1.18 -1.06  0.241
H -1.46 -0.13 -1.55  0.304
H -0.51 -1.00 -2.75  0.505
C -5.33 5.81 0.09  -1.027
C -6.12 7.06 0.49  -0.438
C -7.51 6.73 1.05  -0.437
C -8.33 6.03 0.07  0.255
N -8.97 5.49 -0.72  -0.423
H -5.84 5.27 -0.71  0.375
H -4.35 6.09 -0.27  0.253
H -5.20 5.14 0.94  0.289
H -6.22 7.72 -0.37  0.303
H -5.56 7.61 1.25  0.299
H -8.03 7.65 1.34  0.287
H -7.42 6.10 1.94  0.269
C -2.99 -0.56 2.45  -0.750
C -4.08 -1.61 2.24  -0.443
C -3.53 -3.04 2.33  0.021
C -2.52 -3.28 1.30  0.281
N -1.74 -3.46 0.47  -0.517
H -2.23 -0.63 1.67  -0.144
H -3.42 0.44 2.40  0.382
H -2.50 -0.68 3.42  0.328
H -4.55 -1.46 1.27  0.249
H -4.86 -1.49 3.00  0.394
H -4.34 -3.76 2.19  -0.213
H -3.08 -3.22 3.31  0.375
C 5.47 -5.35 1.30  -1.038
C 5.85 -6.38 0.24  -0.452
C 5.94 -5.77 -1.17  -0.385
C 4.66 -5.20 -1.58  0.239
N 3.66 -4.74 -1.91  -0.454
H 4.48 -4.92 1.11  0.300
H 5.44 -5.81 2.29  0.379
H 6.19 -4.53 1.33  0.236
H 5.11 -7.19 0.24  0.298
H 6.81 -6.82 0.49  0.315
H 6.23 -6.53 -1.90  0.316
H 6.69 -4.98 -1.19  0.276
C -5.71 -5.10 -1.07  -0.938
C -5.83 -6.40 -0.28  -0.442
C -6.97 -6.38 0.74  -0.433
C -6.77 -5.32 1.72  0.311
N -6.62 -4.46 2.47  -0.466
H -5.49 -4.26 -0.42  0.159
H -4.91 -5.17 -1.81  0.322
H -6.64 -4.88 -1.60  0.333
H -4.88 -6.60 0.23  0.280
H -5.99 -7.23 -0.97  0.317
H -7.02 -7.33 1.27  0.275
H -7.93 -6.22 0.25  0.283

The calculation puts the HOMO energy at -7.7 eV. The calculation puts the energy above the lowest of the compared OMol25 structures with the same formula, charge and spin at 39.66 kJ/mol. Its calculated total energy is -8119.4733 hartree. As for the net charge: 0.



> Which of these has the highest calculated total energy?

C27H54BBr2FN6O5P2S



> Which formula does entry 2 have?

C27H54BBr2FN6O5P2S



> Which formula does entry 2 have?

C27H54BBr2FN6O5P2S